No. 1
Formula: C14H25FeN8O2P2
Source: the OMol25 dataset
Level of theory: ωB97M-V/def2-TZVPD

gap between HOMO and LUMO (alpha / beta) = 8.9 / 5.6 eV
<S²> = 8.76
HOMO level (alpha / beta) = -19.92 / -19.89 eV
strongest force on any atom = 2.08 eV Å⁻¹

Geometry as ORCA input:
```
! wB97M-V def2-TZVPD RIJCOSX def2/J DEFGRID3
* xyz 4 6
Fe 0.8667 0.0431 -0.0913
C -4.2695 -1.6283 -1.3569
N -2.8424 -1.7148 -1.0081
C -2.1552 -2.8813 -0.8004
C -0.8761 -2.5343 -0.5011
N -0.7866 -1.1616 -0.5220
C -1.9966 -0.6890 -0.8339
P -2.4273 1.0636 -1.0580
C -0.9640 1.4555 -2.0732
N 0.3172 1.1960 -1.7734
C 1.0914 1.6992 -2.7909
C 0.2649 2.2748 -3.7049
N -1.0128 2.1159 -3.2417
C -2.2254 2.5772 -3.9339
C -1.6845 1.6309 0.4989
N -0.4687 1.3193 0.9596
C -0.2729 2.0239 2.1193
C -1.3906 2.7623 2.3599
N -2.2624 2.5071 1.3379
C -3.6034 3.0935 1.1996
H -4.7064 -2.6212 -1.3104
H -4.3918 -1.2459 -2.3682
H -4.7936 -0.9813 -0.6580
H -2.6120 -3.8540 -0.8824
H -0.0370 -3.1757 -0.3015
H 2.1657 1.6314 -2.8188
H 0.4977 2.7780 -4.6291
H -1.9422 3.0393 -4.8744
H -2.7565 3.3095 -3.3296
H -2.8880 1.7399 -4.1407
H 0.6320 1.9736 2.6974
H -1.6143 3.4363 3.1704
H -3.7856 3.7652 2.0330
H -4.3646 2.3166 1.2086
H -3.6796 3.6605 0.2744
N 3.1445 -4.0355 0.9782
C 2.6748 -3.0382 2.0105
P 2.8814 -1.3133 1.3433
O 2.6041 -1.4690 -0.1360
O 1.9505 -0.2582 1.9093
C 4.6034 -0.7611 1.7841
N 4.5816 0.0648 3.0470
H 2.6913 -4.9518 1.0779
H 4.1544 -4.2076 1.0320
H 2.9482 -3.6594 0.0402
H 3.1714 -3.2207 2.9622
H 1.6024 -3.1712 2.1635
H 4.9494 -0.1364 0.9586
H 5.3144 -1.5783 1.8959
H 3.6706 0.5351 3.1295
H 5.3235 0.7758 3.0540
H 4.7086 -0.4999 3.8938
*
```

Here are the Mulliken charges for atoms 1 to 8, given in e:
1 Fe 0.08
2 C -0.74
3 N 0.16
4 C -0.42
5 C -0.43
6 N 0.19
7 C 0.24
8 P -0.26

No. 2
Formula: C14H25N3O2S
Source: the OMol25 dataset
Level of theory: ωB97M-V/def2-TZVPD

ΔE to the lowest compared entry with this formula, charge and spin = 159.8 kJ/mol
gap between HOMO and LUMO = 8.5 eV
HOMO level = -7.76 eV
structure (SMILES) = C=CCn1c(CC[C@H](O)COCCCCC)n[nH]c1=S
strongest force on any atom = 1.00 eV Å⁻¹

Geometry as ORCA input:
```
! wB97M-V def2-TZVPD RIJCOSX def2/J DEFGRID3
* xyz 0 1
C -0.8391 -2.6063 2.6657
C -2.0084 -2.1609 2.2492
C -2.6086 -0.8219 2.5702
N -1.7799 -0.0133 3.4206
C -0.6723 0.7154 3.0778
C -0.2360 0.8959 1.6733
C -1.0888 1.9769 0.9825
C -1.3117 1.6756 -0.5001
O -1.9503 0.4224 -0.6074
C -0.0091 1.6682 -1.3087
O -0.3633 1.3130 -2.6279
C 0.7164 1.1286 -3.5293
C 0.9461 -0.3463 -3.8735
C 1.4242 -1.2153 -2.7079
C 2.8099 -0.8616 -2.1634
C 3.9277 -1.0930 -3.1736
N -0.1203 1.2502 4.1200
N -0.8778 0.8551 5.1739
C -1.9138 0.0674 4.7871
S -3.0748 -0.6116 5.7234
H -0.4809 -3.5844 2.3968
H -0.1896 -2.0265 3.3016
H -2.6397 -2.7696 1.6173
H -2.8103 -0.2883 1.6358
H -3.5544 -0.9743 3.1044
H -0.3698 -0.0493 1.1444
H 0.8167 1.1733 1.6676
H -2.0720 2.0213 1.4537
H -0.6228 2.9554 1.0917
H -1.9652 2.4533 -0.9280
H -1.9111 0.1745 -1.5404
H 0.6925 0.9414 -0.8820
H 0.4544 2.6650 -1.2839
H 1.6270 1.5850 -3.1297
H 0.4436 1.6628 -4.4470
H 0.0005 -0.7516 -4.2398
H 1.6656 -0.3926 -4.6917
H 1.4430 -2.2539 -3.0472
H 0.6932 -1.1555 -1.8984
H 2.8333 0.1795 -1.8345
H 2.9964 -1.4832 -1.2840
H 3.9008 -2.1159 -3.5426
H 3.8379 -0.4182 -4.0211
H 4.8959 -0.9223 -2.7085
H -0.6551 1.1357 6.1136
*
```

Here are the Mulliken charges for atoms 1 to 8, given in e:
1 C -0.85
2 C 0.02
3 C -0.71
4 N 0.17
5 C 0.05
6 C -0.19
7 C -0.72
8 C 0.03